<1>
# C5H8N

The ion C5H8N with charge +1 (ωB97M-V/def2-TZVPD, the Open Molecules 2025 dataset).

The spin multiplicity is 1. The total charge is +1. As for the highest occupied orbital energy (alpha / beta): -12.63 / -13.64 eV. The HOMO-LUMO gap (alpha / beta) comes out at 0.2420 / 0.3138 Eh.

XYZ file:
```
14
C5H8N ωB97M-V/def2-TZVPD
C 0.94 0.13 -0.10
C 2.33 0.15 0.00
C -1.09 -0.81 -0.19
C 0.29 -1.28 0.06
C 0.08 1.42 -0.12
N -1.27 0.72 0.03
H 2.82 1.05 -0.26
H 2.90 -0.69 0.06
H -1.28 -1.02 -1.23
H -1.79 -1.33 0.37
H 0.66 -2.12 -0.22
H 0.41 2.10 0.69
H -2.05 0.96 -0.62
H -1.51 1.03 0.96
```

***

<2>
# C5H8N

The ion C5H8N with charge +1 (ωB97M-V/def2-TZVPD, the Open Molecules 2025 dataset).

The spin multiplicity is 1. The total charge is +1. As for the highest occupied orbital energy: -14.01 eV. As for the SMILES: C=C=C[C@@H]1C[NH2+]1. The HOMO-LUMO gap comes out at 0.3792 Eh.

XYZ file:
```
14
C5H8N ωB97M-V/def2-TZVPD
C -1.10 1.85 -1.53
C -0.69 1.29 -0.42
C -0.25 1.00 0.76
C 0.25 -0.35 1.03
C 1.37 -1.12 0.50
N 0.03 -1.36 0.03
H -2.00 1.46 -1.98
H -0.46 2.52 -1.98
H -0.35 1.61 1.69
H -0.18 -0.82 1.91
H 1.90 -0.55 -0.19
H 1.82 -2.07 0.98
H 0.00 -1.12 -1.05
H -0.33 -2.35 0.25
```

***

What is the least stable structure shown above? It is <1>.